A) Here is 2 unconnected molecules or ions with the total composition C2H6N2O2S from OMol25. Energies are from ωB97M-V/def2-TZVPD.

Computed properties:
HOMO energy (alpha / beta) = -8.734 / -8.908 eV
HOMO-LUMO gap (alpha / beta) = 6.96 / 8.23 eV

```
13
Properties=species:S:1:pos:R:3:lowdin_charge:R:1
C 2.16685 -0.91795 -0.58215 -0.08
C 1.60449 -0.11351 0.22802 0.01
N -1.13533 1.73616 -0.03104 -0.04
N -1.87870 0.66460 0.42291 -0.19
O -1.30685 -1.16594 -1.29410 -0.37
O -1.69154 -1.87026 1.04087 -0.40
S -1.04895 -0.92472 0.08671 0.72
H 3.25623 -0.98078 -0.73258 0.08
H 1.57768 -1.13433 -1.39286 0.02
H 1.70804 0.29813 1.19488 0.03
H -0.76658 1.40298 -0.93070 0.08
H -0.53113 2.24165 0.59930 0.08
H -1.95419 0.76396 1.39072 0.06
```

---

B) Here is a single C2H6N2O2S molecule from OMol25. Energies are from ωB97M-V/def2-TZVPD.

Computed properties:
HOMO energy = -8.978 eV
HOMO-LUMO gap = 9.79 eV

```
13
Properties=species:S:1:pos:R:3:lowdin_charge:R:1
C -0.29478 0.70784 -0.13597 -0.52
C 1.64585 -1.07473 -0.37832 -0.12
N -0.54666 1.84716 0.28378 0.10
N 1.14618 0.26763 -0.21730 -0.08
O -2.82581 0.31664 -0.46988 -0.29
O -1.36197 -1.24261 1.00863 -0.47
S -1.49666 -0.62557 -0.34655 0.94
H 2.65381 -1.15024 -0.44001 0.04
H 1.07813 -1.67219 -1.09929 0.08
H 1.30677 -1.48870 0.63967 0.10
H 0.17980 2.49125 0.54646 0.06
H -3.17571 0.66637 0.33600 0.06
H 1.69103 0.95715 0.27278 0.10
```

---

Tell me which of them is the most stable. Sure, it is B).

---

A) Here is 3 unconnected molecules or ions with the total composition C2H8O3 from OMol25. Energies are from ωB97M-V/def2-TZVPD.

Computed properties:
SMILES string = CC=O.O.O
HOMO energy = -9.824 eV
HOMO-LUMO gap = 10.43 eV

```
13
Properties=species:S:1:pos:R:3:lowdin_charge:R:1
C -0.78292 -1.41996 0.07016 -0.05
C -2.06262 -0.88372 -0.48263 -0.34
O -2.54072 0.20709 -0.49168 0.06
H 0.04132 -1.66327 -0.58857 0.08
H -0.95805 -2.43807 0.44400 0.08
H -0.39454 -0.91091 0.95504 0.07
H -2.71829 -1.70558 -0.85562 0.11
O 1.90171 1.32359 -1.58236 -0.02
H 2.28203 2.15511 -1.70212 0.00
H 2.40912 0.59500 -1.90842 0.03
O 1.14545 1.36339 2.35923 -0.06
H 1.32542 1.47876 1.41516 0.02
H 0.35207 1.89856 2.36781 0.03
```

---

B) Here is 3 unconnected molecules or ions with the total composition C2H8O3 from OMol25. Energies are from ωB97M-V/def2-TZVPD.

Computed properties:
SMILES string = C=CO.O.O
HOMO energy = -9.448 eV
HOMO-LUMO gap = 10.17 eV

```
13
Properties=species:S:1:pos:R:3:lowdin_charge:R:1
C -2.02307 0.10641 -0.35969 0.01
C -1.17142 -0.85793 -0.66974 -0.29
O -0.09393 -1.28874 0.05374 -0.05
H -2.85530 0.26187 -1.03600 0.05
H -2.07727 0.67974 0.55362 0.05
H -1.23375 -1.22625 -1.69992 0.11
H 0.67876 -1.01147 -0.48401 0.05
O 2.06296 0.05654 -0.77672 -0.04
H 2.19521 0.64609 -1.52485 0.06
H 2.01591 0.58403 0.03572 0.02
O 1.18323 0.73125 1.78014 -0.06
H 0.88586 1.15715 2.59852 0.06
H 0.43280 0.16129 1.52919 0.03
```

---

Tell me which of them is the most stable. Sure, it is B).

---

A) Here is 2 unconnected molecules or ions with the total composition C2H8NO from OMol25. Energies are from ωB97M-V/def2-TZVPD.

Computed properties:
Total charge = +1
HOMO energy = -15.921 eV
HOMO-LUMO gap = 10.71 eV

```
12
Properties=species:S:1:pos:R:3:lowdin_charge:R:1
O -0.86795 2.42814 0.86705 -0.03
H -1.42563 2.93212 1.45185 0.05
H -0.14585 3.03795 0.81966 0.04
H 0.67597 -1.67794 1.08744 0.10
C 1.02529 -1.69280 0.05974 0.00
C 0.28082 -0.77664 -0.83149 -0.06
N -0.77758 -0.12580 -0.46793 0.21
H 0.85342 -2.66350 -0.41510 0.12
H 2.08047 -1.44180 -0.03688 0.11
H 0.64561 -0.43997 -1.80386 0.16
H -0.91975 0.25795 0.46327 0.13
H -1.42482 0.16229 -1.19376 0.16
```

---

B) Here is 2 unconnected molecules or ions with the total composition C2H8NO from OMol25. Energies are from ωB97M-V/def2-TZVPD.

Computed properties:
Total charge = +1
HOMO energy = -16.674 eV
HOMO-LUMO gap = 11.52 eV

```
12
Properties=species:S:1:pos:R:3:lowdin_charge:R:1
C 0.36701 -1.58471 0.44629 0.00
C -1.20601 0.23245 0.78907 0.13
N -0.16867 -0.18775 0.17416 -0.01
H 0.99844 -1.62568 1.33677 0.10
H 0.83842 -2.03190 -0.38568 0.08
H -0.42249 -2.33704 0.71766 0.12
H -1.35517 -0.16989 1.90269 0.18
H -1.53218 1.28343 0.53612 0.13
H 0.24647 0.34281 -0.64707 0.11
H 0.08968 2.21499 -2.10948 0.01
H 1.58171 2.08770 -1.28111 0.19
O 0.56280 1.77558 -1.47941 -0.05
```

---

Tell me which of them is the most stable. Sure, it is A).

---

A) Here is a gas-phase ion, C2H3N4 (charge +1) from OMol25. Energies are from ωB97M-V/def2-TZVPD.

Computed properties:
Total charge = +1
HOMO energy = -14.509 eV
HOMO-LUMO gap = 8.49 eV

```
9
Properties=species:S:1:pos:R:3:lowdin_charge:R:1
C -1.18842 -1.08025 -0.74988 0.22
C 0.46884 0.67798 0.36447 -0.13
N -1.75285 -0.06836 -0.48082 0.02
N -0.52210 1.28214 0.46174 0.15
N -1.72176 1.06388 0.05777 0.02
N 1.61096 0.15496 0.58629 0.24
H -0.97313 -1.76395 -1.60518 0.13
H 1.53129 -0.50204 1.33381 0.14
H 2.54718 0.23563 0.03181 0.22
```

---

B) Here is a gas-phase ion, C2H3N4 (charge +1) from OMol25. Energies are from ωB97M-V/def2-TZVPD.

Computed properties:
Total charge = +1
SMILES string = CN=C=N[N+]#N
HOMO energy = -16.335 eV
HOMO-LUMO gap = 10.77 eV

```
9
Properties=species:S:1:pos:R:3:lowdin_charge:R:1
C 0.94947 -1.12480 -0.75877 0.01
N 0.24725 -0.02983 -0.33694 0.16
C -0.37524 0.94056 -0.28771 0.00
N -1.20601 1.75344 0.22927 0.14
N -1.47680 1.42801 1.35729 -0.07
N -1.64390 0.93401 2.32727 0.39
H 1.18488 -1.72747 0.07984 0.11
H 0.49266 -1.67902 -1.47769 0.09
H 1.82768 -0.49490 -1.13256 0.17
```

---

Tell me which of them is the most stable. Sure, it is B).

---

A) Here is a gas-phase ion, C7H8N3 (charge +1) from OMol25. Energies are from ωB97M-V/def2-TZVPD.

Computed properties:
Total charge = +1
SMILES string = C1=N/C=C\C=N\CCC=[N+]=1
HOMO energy = -13.942 eV
HOMO-LUMO gap = 8.45 eV

```
18
Properties=species:S:1:pos:R:3:lowdin_charge:R:1
C -0.89174 -1.57359 0.15598 -0.03
N -2.00066 -1.18115 -0.04808 0.21
C -2.83743 -0.02731 -0.12691 -0.03
C -2.23476 1.20289 -0.10757 -0.02
C -0.86531 1.47369 0.27172 -0.16
N 0.07346 0.95501 -0.39747 0.03
C 1.44253 0.87042 -0.01006 -0.18
C 2.13838 -0.56085 -0.33823 -0.10
C 1.43933 -1.82162 0.03974 -0.07
N 0.25594 -2.06785 0.19488 0.20
H -3.85938 -0.33056 -0.30857 0.12
H -2.87170 2.14405 0.04040 0.15
H -0.88224 2.10438 1.15828 0.14
H 1.56010 0.96844 1.14581 0.14
H 2.00200 1.76800 -0.54375 0.17
H 3.19823 -0.77043 0.00048 0.14
H 2.11682 -0.59729 -1.44883 0.14
H 2.21644 -2.55622 0.32219 0.15
```

---

B) Here is a molecular structure, C7H8N3 from OMol25. Energies are from ωB97M-V/def2-TZVPD.

Computed properties:
Total charge = +1
HOMO energy = -12.468 eV
HOMO-LUMO gap = 7.46 eV

```
18
Properties=species:S:1:pos:R:3:lowdin_charge:R:1
C -0.85354 1.66574 1.11397 0.10
C 0.20806 0.93764 1.57208 0.02
C 0.18385 2.21336 -1.26310 0.00
C 1.69089 0.56465 -0.68040 -0.10
C -0.31071 1.56959 -0.19930 -0.18
C -0.26347 -1.62221 -0.15667 -0.21
C 0.61793 0.43520 0.23756 -0.11
N 1.42704 1.55081 -1.50260 0.12
N -0.89206 -1.97766 -1.22488 0.13
N -0.38458 -2.25117 1.00572 0.11
H -1.28657 2.49154 1.60830 0.12
H 0.55236 0.56964 2.60220 0.15
H -0.05863 3.04477 -1.81721 0.10
H 2.57736 0.01050 -0.89367 0.12
H -0.79103 -1.43615 -2.15789 0.18
H -1.58804 -2.75810 -1.28100 0.15
H 0.05733 -1.84450 1.91920 0.16
H -0.88618 -3.16365 1.11768 0.14
```

---

Tell me which of them is the most stable. Sure, it is A).

---

A) Here is a gas-phase ion, C4H10NO2S (charge +1) from OMol25. Energies are from ωB97M-V/def2-TZVPD.

Computed properties:
Total charge = +1
SMILES string = [NH3+][C@H](CCS)C(=O)O
HOMO energy = -13.328 eV
HOMO-LUMO gap = 9.73 eV

```
18
Properties=species:S:1:pos:R:3:lowdin_charge:R:1
N 0.60631 1.62777 0.91233 0.18
C -0.50776 0.51645 1.16229 -0.17
C 0.27941 -0.81562 1.27625 -0.20
C 1.05498 -1.60471 0.21852 -0.47
S 1.38767 -0.62323 -1.32808 0.71
C -1.48895 0.43184 0.08127 -0.54
O -2.39147 -0.30261 0.17496 0.21
O -1.17218 1.19524 -1.03776 0.03
H 1.22825 1.92019 1.72780 0.19
H 0.15475 2.55856 0.62658 0.20
H 1.33627 1.25223 0.24282 0.10
H -0.99341 0.77026 2.05223 0.15
H -0.27810 -1.61319 1.74921 0.12
H 1.09034 -0.46876 2.19723 0.19
H 2.02032 -2.02056 0.45204 0.08
H 0.27088 -2.28896 -0.18366 0.09
H 2.81686 -0.69314 -1.60835 -0.05
H -1.60993 0.85186 -1.92051 0.20
```

---

B) Here is 2 unconnected molecules or ions with the total composition C4H10NO2S from OMol25. Energies are from ωB97M-V/def2-TZVPD.

Computed properties:
Total charge = +1
HOMO energy (alpha / beta) = -12.080 / -12.522 eV
HOMO-LUMO gap (alpha / beta) = 7.49 / 8.01 eV

```
18
Properties=species:S:1:pos:R:3:lowdin_charge:R:1
C 1.15592 -0.57357 0.33159 -0.19
C 0.14171 1.10931 -1.12487 -0.05
C -1.43553 -0.15200 0.24022 -0.01
C -0.05706 -0.25571 -0.43651 -0.45
N -0.22798 -1.36527 -1.63650 0.25
O 0.91069 0.69219 3.67443 -0.52
O 1.87705 -1.50607 0.22042 0.15
S 1.29049 1.46354 2.29280 0.74
H 0.14650 2.01713 -0.36513 0.13
H 1.00584 1.32958 -1.74654 0.10
H -0.56613 1.37913 -1.77778 0.04
H -2.33111 -0.11481 -0.36157 0.11
H -1.36264 -0.94951 0.93860 0.09
H -1.42957 0.69212 0.94301 0.10
H -0.54757 -2.15591 -1.06180 0.17
H 0.67350 -1.61349 -2.06886 0.17
H -0.85003 -0.94618 -2.33732 0.17
H 1.60592 0.94952 4.27580 0.02
```

---

C) Here is a gas-phase ion, C4H10NO2S (charge +1) from OMol25. Energies are from ωB97M-V/def2-TZVPD.

Computed properties:
Total charge = +1
HOMO energy = -13.171 eV
HOMO-LUMO gap = 9.01 eV

```
18
Properties=species:S:1:pos:R:3:lowdin_charge:R:1
C 1.72196 -0.25693 -0.16790 -0.45
C -0.28176 1.42559 -0.32452 0.00
C -0.09445 -0.23034 1.67623 -0.01
C 0.29124 0.07508 0.18336 -0.47
N -0.61046 -1.04154 -0.41422 0.21
O 4.13049 -0.02092 -0.30643 -0.49
O 2.04626 -1.70713 -0.25638 0.00
S 2.98059 0.81252 -0.33115 1.04
H -0.12672 1.62912 -1.33785 0.08
H -1.29582 1.46855 -0.04464 0.08
H 0.21057 2.27569 0.12198 0.10
H -1.20424 -0.43226 1.79870 0.11
H 0.47793 -1.19658 1.91291 0.12
H 0.13589 0.48200 2.45970 0.10
H -0.42108 -1.81657 0.24592 0.15
H -0.42576 -1.39466 -1.31617 0.15
H -1.62397 -0.83291 -0.20045 0.19
H 2.96972 -1.85675 -0.14762 0.07
```

---

Tell me which of them is the most stable. Sure, it is A).